Record 1
Density functional theory data (ωB97M-V/def2-TZVPD) for the molecule C21H34N2O4.

Structure (XYZ):
```
61
Properties=species:S:1:pos:R:3:forces:R:3
C 6.05834 -1.99748 0.21952 -0.04 0.07 0.22
C 5.52069 -1.21114 1.40824 -0.34 0.02 -0.30
C 4.18283 -0.54598 1.09570 0.36 0.24 0.26
O 3.21516 -1.56430 0.95058 -0.21 -0.19 -0.04
C 1.91195 -1.21798 0.71643 -0.02 -0.11 -0.02
C 1.49308 0.09695 0.55025 0.13 -0.01 0.00
C 0.16869 0.42272 0.31474 -0.07 -0.07 0.05
C -0.78698 -0.57671 0.24866 0.05 -0.06 0.14
C -2.23471 -0.28976 -0.10088 0.11 -0.09 0.03
N -2.69861 0.97450 0.38825 0.23 0.06 -0.33
C -3.71683 1.08594 1.27317 0.01 0.39 -0.17
O -4.26369 0.12188 1.76798 -0.24 -0.27 0.28
C -4.06751 2.51616 1.62930 -0.08 -0.24 0.35
C -3.39281 2.92322 2.94958 0.06 0.20 -0.10
C -3.88725 4.30152 3.38192 0.01 -0.30 0.01
C -1.87244 2.92272 2.81179 -0.22 -0.15 0.20
N -2.36883 -0.34777 -1.56045 -0.32 -0.25 0.25
C -1.89897 0.62208 -2.37877 -0.43 -0.42 -0.56
O -1.59545 1.73316 -1.98409 0.33 0.44 0.16
C -1.80022 0.21666 -3.83515 0.22 0.10 -0.10
C -0.45759 -0.47485 -4.14919 0.03 -0.03 0.09
C -0.33493 -1.84231 -3.47914 0.05 0.17 -0.21
C 0.71832 0.41321 -3.75165 -0.12 -0.11 -0.18
C -0.38084 -1.89238 0.41006 0.20 0.16 0.08
C 0.94577 -2.24099 0.64053 -0.10 0.03 -0.07
O 1.14188 -3.58404 0.76391 -0.22 0.28 -0.01
C 2.42378 -4.13047 0.97210 0.37 -0.32 0.07
H 6.99488 -2.48427 0.47917 0.09 -0.08 -0.06
H 6.23505 -1.33688 -0.62662 0.03 0.02 -0.13
H 5.34343 -2.75922 -0.07928 -0.03 -0.11 -0.09
H 5.38402 -1.87928 2.25988 0.02 0.07 0.11
H 6.23131 -0.43353 1.69311 -0.02 0.02 0.07
H 4.26385 0.03870 0.16879 -0.05 0.00 0.08
H 3.89964 0.12767 1.91653 -0.03 -0.04 -0.14
H 2.21334 0.89724 0.59866 0.11 0.04 0.01
H -0.10127 1.45596 0.17355 -0.03 0.12 0.01
H -2.88652 -1.05777 0.33367 0.16 0.18 -0.13
H -2.32098 1.77884 -0.09625 -0.19 -0.03 0.11
H -5.14987 2.57229 1.75498 0.01 -0.03 -0.09
H -3.76496 3.19669 0.83226 0.00 0.09 -0.04
H -3.67720 2.18963 3.71097 -0.02 0.01 -0.06
H -4.96732 4.30274 3.50818 -0.13 0.06 0.02
H -3.43223 4.58866 4.32709 0.03 0.08 0.09
H -3.62706 5.04914 2.63510 0.03 0.13 -0.09
H -1.41128 3.23836 3.74519 0.09 0.04 0.07
H -1.56126 3.61135 2.02819 0.08 0.10 -0.13
H -1.50477 1.92867 2.56926 0.14 -0.05 -0.03
H -2.54589 -1.25830 -1.95167 0.04 0.08 -0.06
H -2.62601 -0.44637 -4.09898 -0.05 -0.01 -0.02
H -1.87283 1.12472 -4.43559 -0.08 -0.02 0.08
H -0.42926 -0.62505 -5.23524 -0.05 0.03 0.09
H -0.24918 -1.74340 -2.39891 0.03 -0.04 0.11
H 0.55959 -2.34705 -3.83766 0.08 -0.10 0.00
H -1.19072 -2.47283 -3.71475 -0.11 -0.14 0.01
H 1.65558 -0.03680 -4.07155 0.12 -0.04 -0.01
H 0.63040 1.39484 -4.21022 0.05 0.15 -0.01
H 0.74955 0.54354 -2.67214 0.05 0.05 0.13
H -1.09675 -2.69902 0.36710 -0.11 -0.15 0.01
H 2.86841 -3.78274 1.90625 -0.02 -0.05 -0.08
H 3.09770 -3.90325 0.14323 -0.03 -0.03 0.07
H 2.26576 -5.20786 1.02429 0.03 0.07 0.00
```
Forces are in eV/Å.

Results
Total charge   0
SMILES   CCCOc1ccc(C(NC(=O)CC(C)C)NC(=O)CC(C)C)cc1OC

Need the Löwdin charges? In units of e they are: number 1, C, carries -0.0983; number 2, C, carries -0.2199; number 3, C, carries -0.2163; number 4, O, carries -0.0803; number 5, C, carries -0.1775; number 6, C, carries -0.0023; number 7, C, carries -0.0385; number 8, C, carries -0.1634; number 9, C, carries -0.2293; number 10, N, carries 0.1200; number 11, C, carries -0.4880; number 12, O, carries 0.0644; number 13, C, carries -0.0892; number 14, C, carries -0.4232; number 15, C, carries -0.0825; number 16, C, carries -0.0725; number 17, N, carries 0.1457; number 18, C, carries -0.4852; number 19, O, carries 0.0542; number 20, C, carries -0.0850; number 21, C, carries -0.4087; number 22, C, carries -0.0708; number 23, C, carries -0.0643; number 24, C, carries 0.0396; number 25, C, carries -0.1864; number 26, O, carries -0.0653; number 27, C, carries -0.0719; number 28, H, carries 0.0709; number 29, H, carries 0.0752; number 30, H, carries 0.0611; number 31, H, carries 0.1122; number 32, H, carries 0.1106; number 33, H, carries 0.1313; number 34, H, carries 0.1307; number 35, H, carries 0.1056; number 36, H, carries 0.1072; number 37, H, carries 0.1560; number 38, H, carries 0.1149; number 39, H, carries 0.1257; number 40, H, carries 0.1229; number 41, H, carries 0.1404; number 42, H, carries 0.0754; number 43, H, carries 0.0750; number 44, H, carries 0.0801; number 45, H, carries 0.0776; number 46, H, carries 0.0838; number 47, H, carries 0.0656; number 48, H, carries 0.1375; number 49, H, carries 0.1184; number 50, H, carries 0.1241; number 51, H, carries 0.1325; number 52, H, carries 0.0601; number 53, H, carries 0.0807; number 54, H, carries 0.0786; number 55, H, carries 0.0787; number 56, H, carries 0.0833; number 57, H, carries 0.0684; number 58, H, carries 0.1331; number 59, H, carries 0.0953; number 60, H, carries 0.0873; number 61, H, carries 0.0946

Record 2
Density functional theory data (ωB97M-V/def2-TZVPD) for a cluster of 2 separate species, C3N3OP in total at a distorted geometry.

Structure (XYZ):
```
8
Properties=species:S:1:pos:R:3:forces:R:3
C 1.76716 0.46813 1.27738 -4.14 -2.38 -3.30
C -0.22348 0.62866 -1.68881 0.06 -0.56 1.61
C -1.54554 -0.46230 0.71427 2.71 -0.08 -1.99
N 2.64382 0.98329 1.78068 1.88 1.10 1.21
N -0.34941 1.56863 -2.34651 0.09 -0.60 0.17
N -2.40859 -0.47796 1.45246 -1.34 0.06 1.06
O 0.20544 -2.04799 -0.82349 -0.42 2.57 0.92
P -0.08938 -0.66046 -0.36598 1.17 -0.11 0.32
```
Forces are in eV/Å.

Results
Total charge   0

Need the Löwdin charges? In units of e they are: number 1, C, carries -0.2148; number 2, C, carries -0.2746; number 3, C, carries -0.2941; number 4, N, carries -0.0273; number 5, N, carries 0.1506; number 6, N, carries 0.1593; number 7, O, carries -0.2994; number 8, P, carries 0.8003

Record 3
Density functional theory data (ωB97M-V/def2-TZVPD) for a cluster of 3 separate species, C3H12NO2 in total at a distorted geometry.

Structure (XYZ):
```
18
Properties=species:S:1:pos:R:3:forces:R:3
C -1.70703 0.68306 0.86814 0.87 -0.20 0.82
C -1.36394 -0.50854 0.02750 -0.97 0.61 -1.09
C -1.91609 -1.70569 0.00185 -0.19 -0.54 0.62
N -0.75255 -0.06548 -1.26957 0.11 0.12 -0.56
H -0.87201 1.08241 1.45266 0.08 -0.04 -0.26
H -2.04882 1.47633 0.20843 -0.15 0.11 -0.04
H -2.48474 0.45564 1.58231 -0.26 -0.16 0.01
H -2.02101 -2.33241 -0.87638 0.68 -0.02 -0.05
H -2.37034 -2.13530 0.88867 -0.17 0.37 -0.03
H -1.47880 0.21267 -1.93719 0.06 -0.05 0.11
H -0.19443 -0.79962 -1.70574 -0.17 -0.17 0.04
H -0.07461 0.72736 -1.17460 0.12 -0.11 0.46
H 2.03580 0.92277 -0.06682 0.03 -0.12 0.06
H 1.96708 2.03561 -1.14081 -0.05 0.02 0.00
O 1.43383 1.37026 -0.69296 0.10 0.10 -0.03
H 3.17336 0.03730 1.98452 0.11 0.20 -0.08
H 2.85585 -1.12348 1.07708 0.11 0.00 -0.18
O 3.08098 -0.18561 1.04979 -0.31 -0.11 0.20
```
Forces are in eV/Å.

Results
Total charge   +1

Need the Löwdin charges? In units of e they are: number 1, C, carries -0.0233; number 2, C, carries -0.3241; number 3, C, carries 0.1024; number 4, N, carries 0.1912; number 5, H, carries 0.0913; number 6, H, carries 0.0969; number 7, H, carries 0.0919; number 8, H, carries 0.0875; number 9, H, carries 0.0922; number 10, H, carries 0.1779; number 11, H, carries 0.1653; number 12, H, carries 0.1008; number 13, H, carries 0.0256; number 14, H, carries 0.0801; number 15, O, carries -0.0499; number 16, H, carries 0.0694; number 17, H, carries 0.0627; number 18, O, carries -0.0378

Computed energy relative to the best compared isomer or geometry (same formula, charge and spin), in the same sequence as the records: 32.1 0.0 19.2 kcal/mol.
Computed DFT total energy, in the same sequence as the records: -33500.022 -18912.286 -8884.043 eV.